Entry from OMol25: C18H16F6N5O5RuSSb as an isolated structure (the ωB97M-V functional and the def2-TZVPD basis).

XYZ file:
```
53
Properties=species:S:1:pos:R:3:forces:R:3
Ru 1.019498 0.357829 0.401256 -0.24 -0.21 -0.09
N -0.547381 1.723766 0.536831 0.07 0.02 -0.03
C -0.171758 2.794207 1.484107 -0.23 0.07 -0.23
C 1.302861 2.798462 1.756370 0.04 0.20 0.30
O 1.869796 3.678553 2.338009 0.10 -0.02 -0.03
N 1.952998 1.619669 1.329073 0.33 0.36 -0.16
C 3.394968 1.598234 1.260474 0.35 0.07 -0.13
C 3.789576 0.909762 -0.071270 -0.28 0.34 0.60
O 4.899008 0.970904 -0.503435 -0.03 -0.16 -0.19
O 2.753708 0.261446 -0.579092 0.07 -0.50 -0.65
H -0.691661 2.137982 -0.381976 0.09 -0.14 -0.18
H -1.423713 1.299673 0.834075 0.01 -0.06 0.07
H -0.694327 2.655014 2.430481 0.00 -0.01 0.01
H -0.431551 3.771803 1.079328 -0.08 0.00 0.03
H 3.814233 0.972358 2.050373 -0.07 0.03 0.07
H 3.819011 2.597270 1.330940 -0.04 0.00 0.01
O 2.125058 -1.910627 2.042191 0.03 0.11 -0.20
C 0.998252 -1.677159 2.369634 -0.42 0.38 0.15
N 0.162278 -0.659601 1.759202 -0.12 -0.66 0.51
C -1.068100 -0.606645 2.450072 0.13 -0.34 -0.10
O -1.992949 0.132768 2.209371 -0.06 0.10 -0.06
C -1.029063 -1.650050 3.506186 0.06 -0.01 0.03
C -1.993109 -2.001229 4.430672 -0.04 0.03 0.00
C -1.680486 -3.027447 5.314108 0.01 -0.01 -0.01
C -0.444352 -3.671270 5.264260 -0.01 0.01 -0.01
C 0.518355 -3.309494 4.329282 0.04 -0.03 0.00
C 0.196821 -2.289367 3.456643 -0.04 -0.03 -0.02
H -2.948249 -1.494561 4.460634 0.00 0.00 0.00
H -2.406115 -3.334194 6.055401 0.00 0.00 0.00
H -0.233718 -4.466030 5.967230 0.00 0.00 0.00
H 1.480228 -3.801772 4.281730 0.00 0.00 0.00
N -1.828440 -0.980311 -5.806140 0.03 0.05 0.07
C -1.858903 -1.898608 -4.833021 -0.09 -0.08 -0.07
S -2.587297 -3.364562 -4.966938 0.02 0.02 0.01
C -1.139873 -1.494848 -3.591170 0.03 0.03 0.01
C -1.661220 -1.795737 -2.334861 -0.04 -0.01 -0.02
C -1.015647 -1.331283 -1.216961 -0.06 0.18 0.02
N 0.122279 -0.617897 -1.293304 0.41 0.40 0.09
C 0.657283 -0.377206 -2.492012 0.05 -0.14 -0.07
C 0.050930 -0.795952 -3.661003 0.02 -0.09 0.03
H -2.304605 -1.174833 -6.671015 -0.01 -0.01 0.00
H -1.493025 -0.044929 -5.634451 0.01 0.02 -0.01
H -2.574512 -2.366135 -2.247632 0.00 0.00 0.00
H -1.415809 -1.501746 -0.227857 0.00 -0.01 0.01
H 1.575917 0.188026 -2.511996 0.02 0.00 0.03
H 0.513512 -0.546294 -4.603982 0.01 -0.02 0.01
F 1.049226 2.465615 -1.762586 0.03 0.02 -0.09
Sb -0.190184 3.148701 -3.070396 -0.18 0.02 0.37
F -1.348424 1.738147 -2.472532 0.01 0.09 0.02
F -0.898261 4.164070 -1.621585 0.04 -0.06 -0.07
F -1.495595 3.762945 -4.261581 -0.07 -0.01 -0.03
F 1.007216 4.497717 -3.552743 0.05 -0.01 0.01
F 0.495301 1.944883 -4.358410 0.06 0.07 -0.05
```
Positions in Å, forces in eV/Å.

As for the LUMO energy (alpha / beta): -3.2 / -3.2 eV. As for the net charge: 0. The value obtained for the energy relative to the best compared isomer or geometry (same formula, charge and spin) is 12.0 kcal per mole. The gap between HOMO and LUMO (alpha / beta) comes out at 5.711 / 5.708 eV.


Entry from OMol25: C18H16N2O2S3SbSiV as an isolated structure (the ωB97M-V functional and the def2-TZVPD basis).

XYZ file:
```
44
Properties=species:S:1:pos:R:3:forces:R:3
V 1.625525 -1.468424 1.396898 1.02 0.65 -0.47
O -0.178255 -2.425585 1.306324 -0.39 -0.94 -0.21
N -1.198296 -1.864010 1.747148 -0.42 0.27 0.23
N -0.914250 -0.745100 2.316343 -0.12 0.33 0.10
O 0.343129 -0.333496 2.388403 -0.12 0.06 0.16
C -1.926804 0.099099 2.834904 0.01 -0.31 -0.17
C -3.272072 -0.218393 2.677767 -0.08 -0.09 -0.04
C -4.231766 0.635188 3.187286 -0.12 0.00 -0.01
C -3.872091 1.805663 3.846384 0.04 -0.05 -0.03
C -2.527475 2.108185 3.984902 0.11 0.07 0.05
C -1.548338 1.261824 3.483075 0.11 0.11 0.04
H -3.555622 -1.116454 2.148556 0.05 0.00 0.00
H -5.277477 0.383518 3.054029 0.01 0.02 0.02
H -4.630130 2.472104 4.237436 -0.01 0.00 0.00
H -2.216947 3.015749 4.488586 -0.05 0.01 0.00
H -0.495000 1.485720 3.572034 -0.01 0.00 0.00
S 6.527953 -2.038175 2.339863 -0.04 -0.03 -0.01
Sb 4.362117 -1.661442 3.038394 -0.01 0.18 -0.28
S 3.394489 0.055365 1.461517 0.14 -0.19 0.42
S 2.879019 -3.320669 1.884309 -0.02 -0.02 0.24
C -2.930840 1.069644 -1.230122 -0.02 0.02 0.01
C -1.832092 1.568626 -0.542361 0.06 -0.02 0.01
C -0.633357 0.865599 -0.539799 -0.01 0.05 0.01
C -0.488165 -0.346758 -1.223046 -0.03 -0.08 -0.17
C -1.607915 -0.823041 -1.912820 -0.04 0.03 0.05
C -2.814841 -0.131898 -1.915874 0.01 0.01 0.00
Si 1.146537 -1.343479 -1.079106 0.07 -0.18 0.27
C 2.295974 -0.595809 -2.399290 -0.09 -0.01 -0.12
C 2.447974 -1.205420 -3.647498 0.00 0.01 -0.04
C 3.253401 -0.655688 -4.637683 0.01 0.02 0.00
C 3.927967 0.533591 -4.399746 0.01 0.02 0.01
C 3.799696 1.153238 -3.163269 -0.02 -0.01 0.01
C 2.999455 0.590626 -2.177955 0.06 0.02 0.05
H -3.871523 1.609360 -1.221797 0.00 -0.01 0.00
H -1.910424 2.497853 0.011913 -0.02 0.00 -0.01
H 0.204107 1.255257 0.032345 0.00 -0.02 0.00
H -1.539208 -1.765051 -2.446398 0.02 0.00 0.00
H -3.669071 -0.532866 -2.451837 0.01 -0.01 0.00
H 0.787509 -2.674632 -1.688655 -0.09 0.12 -0.14
H 1.927660 -2.136009 -3.849178 -0.01 0.00 0.02
H 3.359143 -1.157821 -5.593722 -0.01 0.00 0.00
H 4.562534 0.967376 -5.165086 0.00 -0.01 0.00
H 4.341696 2.068245 -2.952727 0.01 0.00 -0.02
H 2.956077 1.058388 -1.200446 -0.02 -0.01 0.01
```
Positions in Å, forces in eV/Å.

The expectation value of S² is 2.0363. The multiplicity is 3. As for the LUMO energy (alpha / beta): 4.2 / 4.2 eV. As for the net charge: -2. The value obtained for the energy relative to the best compared isomer or geometry (same formula, charge and spin) is 0.0 kcal per mole. The gap between HOMO and LUMO (alpha / beta) comes out at 4.785 / 4.931 eV.


Entry from OMol25: one molecule with the formula C18H16N2O3S (the ωB97M-V functional and the def2-TZVPD basis).

XYZ file:
```
40
Properties=species:S:1:pos:R:3:forces:R:3
C -4.233872 -2.145912 -1.444478 -0.03 0.03 -0.06
C -4.025557 -1.205239 -0.299040 -0.02 -0.01 0.11
C -4.688376 -1.381644 0.910535 0.09 0.05 -0.08
C -4.485152 -0.512080 1.970469 -0.02 0.04 0.06
C -3.612663 0.550017 1.838617 0.15 0.13 -0.11
C -2.957647 0.749919 0.624957 -0.24 -0.32 0.01
C -1.998695 1.861065 0.497339 0.18 0.20 0.33
O -1.410759 2.377484 1.426327 -0.25 0.02 -0.06
O -1.827489 2.238773 -0.775026 -0.20 -0.18 -0.16
C -0.846998 3.232409 -1.050871 0.30 0.28 -0.04
C 0.524999 2.555919 -1.150376 -0.38 0.42 -0.16
O 1.099405 2.367809 -2.192390 -0.02 -0.01 -0.20
N 0.999878 2.163175 0.067610 0.11 -0.01 0.60
C 2.045951 1.257972 0.182839 0.41 -0.27 -0.02
S 3.464262 1.618250 1.125931 -0.27 -0.48 -0.51
C 4.143447 0.095097 0.688678 -0.39 0.13 -0.05
C 3.343325 -0.627648 -0.136167 0.28 0.26 0.34
C 2.121166 0.028044 -0.437495 0.59 0.81 0.75
C 1.055480 -0.508904 -1.176901 -0.39 -0.20 -0.23
N 0.157398 -0.963790 -1.727001 -0.31 -0.13 -0.23
C 3.981150 -1.924317 -0.509279 -0.01 -0.12 -0.14
C 5.167205 -2.014705 0.479414 0.00 -0.05 -0.02
C 5.430693 -0.583374 1.002814 0.25 0.05 0.10
C -3.163372 -0.126318 -0.436039 -0.02 0.13 0.17
H -4.929669 -1.710267 -2.161706 -0.04 -0.04 -0.09
H -3.293645 -2.327625 -1.959532 0.04 -0.07 -0.07
H -4.644172 -3.093197 -1.103756 -0.02 -0.08 -0.03
H -5.365725 -2.215673 1.027862 -0.05 -0.09 0.00
H -5.004810 -0.670729 2.903687 -0.04 0.00 0.07
H -3.430702 1.232868 2.654227 0.03 0.04 0.08
H -1.112440 3.660198 -2.017815 0.11 -0.09 0.16
H -0.851535 3.997127 -0.265889 -0.03 -0.09 -0.15
H 0.482576 2.430849 0.902931 -0.02 -0.13 -0.29
H 3.299122 -2.769491 -0.414570 0.02 -0.04 -0.06
H 4.325026 -1.886848 -1.546161 -0.03 -0.07 -0.02
H 6.051730 -2.439456 0.009586 0.02 -0.06 0.05
H 4.888628 -2.656087 1.315725 0.02 -0.01 0.00
H 5.670038 -0.569145 2.066353 0.08 -0.01 -0.01
H 6.255789 -0.105354 0.467507 0.04 -0.01 0.05
H -2.623974 0.020814 -1.358918 0.05 -0.01 -0.10
```
Positions in Å, forces in eV/Å.

As for the LUMO energy: 0.4 eV. As for the net charge: 0. The value obtained for the energy relative to the best compared isomer or geometry (same formula, charge and spin) is 31.6 kcal per mole. The gap between HOMO and LUMO comes out at 9.007 eV.


Entry from OMol25: one molecule with the formula C18H16N2O6 (the ωB97M-V functional and the def2-TZVPD basis).

XYZ file:
```
42
Properties=species:S:1:pos:R:3:forces:R:3
C -4.436679 -2.720970 -1.629767 -0.13 -1.73 0.79
C -4.027568 -1.330649 -1.829467 0.09 1.49 -1.14
O -3.265203 -0.779822 -0.690307 0.57 0.47 -0.58
C -1.865252 -0.996885 -0.710030 0.48 -0.99 0.47
O -1.369361 -1.929952 -1.308058 -0.76 -0.02 -1.01
C -0.965117 -0.233742 0.136498 -1.94 2.93 3.19
C -1.516525 0.730215 1.122594 6.83 -3.34 -1.67
N -2.655303 1.263558 1.110826 -5.06 2.85 1.88
O -0.716974 1.270414 2.178971 -1.01 -0.73 -2.58
C 0.446063 0.567854 2.476281 -1.38 -0.03 -1.55
C 0.785208 0.605110 3.743241 2.07 0.01 3.43
C 1.811361 -0.210843 4.280491 -2.05 2.44 0.47
O 2.044473 0.029961 5.595889 1.00 -0.90 0.44
C 2.328258 -1.147841 3.499771 0.77 -1.41 -3.12
C 2.010474 -1.184477 2.107502 -1.29 -0.11 1.73
C 1.069367 -0.297625 1.609849 0.05 -1.51 -1.97
C 0.535817 -0.547333 0.193503 -0.15 1.16 0.05
C 1.331354 0.286309 -0.862717 0.02 -0.09 0.38
C 1.910291 1.548289 -0.506799 -0.54 -0.09 -0.46
C 2.515241 2.357307 -1.427016 0.24 -0.21 -2.32
C 2.570181 1.885560 -2.813073 -0.03 2.95 4.30
N 2.994418 2.795965 -3.826230 1.65 0.10 -3.32
O 3.029103 2.336871 -5.012058 -0.25 1.26 2.56
O 3.387909 3.926050 -3.537090 -0.77 -1.34 -0.05
C 2.062033 0.696550 -3.105646 0.02 -1.76 -2.54
C 1.480180 -0.153035 -2.182391 0.10 1.11 1.20
H -5.151880 -2.685161 -0.797724 -0.09 -0.75 -0.35
H -4.803139 -3.196878 -2.536125 -0.92 0.56 -0.17
H -3.656809 -3.449995 -1.428840 0.55 0.46 0.66
H -3.446119 -1.209078 -2.756072 0.09 0.08 0.47
H -5.015008 -0.768095 -2.009841 1.77 -0.06 0.81
H -2.793372 1.960739 1.903240 -0.21 -1.45 -1.57
H -3.464463 0.799068 0.658342 1.00 0.58 0.18
H 0.336359 1.239680 4.466851 -0.65 0.59 0.24
H 2.789903 -0.531313 5.888841 -0.56 0.41 -0.10
H 2.896084 -1.969801 3.810285 1.06 -0.82 0.95
H 2.162449 -2.143312 1.601768 0.57 0.71 -0.27
H 0.668380 -1.602927 0.008436 0.05 -0.24 -0.39
H 1.811878 2.062031 0.438711 -0.21 -0.78 0.54
H 2.881454 3.350988 -1.135941 -0.12 -0.58 -0.36
H 2.170644 0.453260 -4.175703 -0.39 -0.34 0.66
H 1.119889 -1.076043 -2.550996 -0.50 -0.89 0.11
```
Positions in Å, forces in eV/Å.

As for the LUMO energy: -0.5 eV. As for the net charge: 0. The value obtained for the energy relative to the best compared isomer or geometry (same formula, charge and spin) is 171.9 kcal per mole. The gap between HOMO and LUMO comes out at 7.705 eV.


Entry from OMol25: C18H16N2OPd as an isolated structure (the ωB97M-V functional and the def2-TZVPD basis).

XYZ file:
```
38
Properties=species:S:1:pos:R:3:forces:R:3
Pd -1.164637 0.992685 -0.692780 -1.35 0.36 -0.24
C -3.545845 1.300913 2.873959 0.26 0.03 -0.07
C -2.629630 0.966126 3.864633 -0.42 0.05 0.20
C -1.336248 0.626463 3.538151 0.64 0.01 -0.42
C -0.891572 0.675107 2.209253 -1.77 0.70 0.40
C -1.831050 1.032494 1.214819 0.72 -1.43 -1.36
C -3.150550 1.280064 1.539269 -0.41 0.40 0.33
C 0.454157 0.375371 1.794077 1.18 -0.29 -2.49
C 1.495343 -0.033891 2.642121 0.52 -0.32 0.29
C 2.724137 -0.358248 2.131303 -0.38 0.19 -0.32
C 2.952742 -0.280388 0.730788 -0.59 0.07 0.21
C 4.166246 -0.614295 0.123827 0.44 -0.09 -0.58
C 4.309353 -0.556556 -1.248579 0.40 -0.20 0.98
C 3.241589 -0.151195 -2.045502 -0.83 0.28 -0.02
C 2.036830 0.204934 -1.476532 0.24 0.05 -0.71
C 1.865940 0.145356 -0.082911 0.47 -0.30 0.75
N 0.676173 0.465993 0.457870 0.47 0.56 1.90
H -4.557261 1.572137 3.141423 -0.11 -0.07 0.02
H -2.938376 0.960522 4.901850 0.00 -0.04 0.02
H -0.652418 0.320342 4.313750 0.06 0.03 0.23
H -3.889047 1.481336 0.763051 0.24 -0.05 0.14
H 1.307953 -0.109460 3.702052 0.08 -0.02 0.09
H 3.525724 -0.690255 2.774660 0.07 0.00 0.11
H 4.985712 -0.920950 0.759282 0.13 -0.06 -0.04
H 5.252952 -0.826702 -1.697305 0.08 -0.02 -0.06
H 3.363825 -0.114081 -3.118852 -0.03 0.04 -0.06
H 1.202513 0.542369 -2.093137 0.18 -0.06 0.17
N -0.670381 -0.623883 -4.378791 0.23 -0.09 -0.29
C -1.306760 -0.049887 -3.344973 -0.48 -0.56 -0.13
O -1.067906 1.111757 -3.024342 0.48 0.29 0.52
C -2.292557 -0.899593 -2.574036 0.14 -0.06 0.34
C -1.803099 -0.948091 -1.127137 -0.52 0.53 0.37
H 0.054907 -0.110163 -4.854411 -0.09 0.03 0.05
H -0.799308 -1.592530 -4.612303 -0.10 0.07 0.06
H -2.373682 -1.902122 -3.003650 -0.03 -0.02 -0.19
H -3.275246 -0.418384 -2.622100 0.18 0.00 -0.07
H -0.879753 -1.539349 -1.046212 -0.20 0.11 0.09
H -2.560768 -1.313944 -0.432583 0.10 -0.11 -0.20
```
Positions in Å, forces in eV/Å.

As for the LUMO energy: -0.2 eV. As for the net charge: 0. The gap between HOMO and LUMO comes out at 6.131 eV.